No. 1
Entry from the Open Molecules 2025 dataset: C22H19N8O2Rh as an isolated structure (ωB97M-V/def2-TZVPD).

Summary:
LUMO energy (alpha / beta), eV: -8.678 / -8.675
Kohn-Sham gap (alpha / beta), Ha: 0.16854 / 0.16863

ORCA input file:
```
! wB97M-V def2-TZVPD RIJCOSX def2/J DEFGRID3
* xyz 2 1
Rh -0.0844 2.1387 -2.2838
C -3.6538 0.5915 -4.0585
C -2.4726 1.2435 -3.7083
N -1.8415 0.9376 -2.5867
C -2.3420 -0.0012 -1.7487
C -3.5154 -0.6798 -2.1725
N -4.1179 -0.3647 -3.2776
C -1.6612 -0.3013 -0.5187
C -1.8677 -1.4097 0.2927
C -0.9902 -1.7682 1.3203
C 0.2826 -1.0940 1.3452
C 0.4519 0.0272 0.6101
N -0.6002 0.5156 -0.1450
C 1.6060 0.9483 0.3086
C 2.6816 1.3062 1.2991
N 3.5343 2.1819 0.9477
C 3.6398 2.9647 -0.1073
C 2.6284 3.4315 -0.9833
N 1.3659 3.0980 -0.9849
C -1.3097 -2.8167 2.2863
C -2.4610 -3.6154 2.1729
C -2.7051 -4.5960 3.1216
N -1.8820 -4.7830 4.1190
C -0.8115 -4.0547 4.2947
C -0.4870 -3.0445 3.4023
H -4.2111 0.8286 -4.9512
H -2.0442 2.0165 -4.3445
H -3.9594 -1.4724 -1.5904
H -2.7250 -2.0235 0.0803
H 1.1044 -1.4965 1.9125
H 2.7015 0.9064 2.3001
H 4.6523 3.2899 -0.3080
H 2.9520 4.0854 -1.7841
H -3.1750 -3.5077 1.3754
H -3.5709 -5.2401 3.0699
H -0.1949 -4.2757 5.1538
H 0.3838 -2.4453 3.6072
C 3.5027 -0.3916 -0.8930
C 2.2357 0.3976 -0.9837
N 1.6039 0.5860 -2.0778
O 2.0473 0.1331 -3.2681
C 0.8310 2.3121 0.0863
C 0.5766 3.1092 1.3610
N -0.4934 1.8596 -0.4477
O -1.5119 2.5775 -0.3571
H 3.3586 -1.3792 -1.3367
H 3.8267 -0.5236 0.1347
H 4.3045 0.1131 -1.4379
H 2.9463 -0.2477 -3.2309
H 1.4658 3.6222 1.7156
H 0.1927 2.4584 2.1434
H -0.1873 3.8521 1.1254
*
```

***

No. 2
Entry from the Open Molecules 2025 dataset: a 9-piece molecular cluster, C65H140F8N9O8S4 overall (ωB97M-V/def2-TZVPD).

Summary:
LUMO energy (alpha / beta), eV: -10.240 / -14.902
Kohn-Sham gap (alpha / beta), Ha: 0.38885 / 0.21754

ORCA input file:
```
! wB97M-V def2-TZVPD RIJCOSX def2/J DEFGRID3
* xyz 6 2
C -6.2239 6.6674 -0.5183
C -6.2715 5.6839 0.7221
C -6.5071 4.1237 0.4591
N -6.2584 3.1798 1.7119
C -4.7533 3.4661 2.1173
C -4.3254 2.3786 3.1659
C -4.3506 0.9147 2.7325
C -5.7451 0.5839 2.1842
C -6.3748 1.6690 1.1927
C -7.2129 3.3582 2.8960
H -5.7433 7.5839 -0.1760
H -7.2304 7.0227 -0.7398
H -5.7641 6.2079 -1.3933
H -6.8516 6.1118 1.5397
H -5.1976 5.7275 0.9035
H -5.9974 3.8444 -0.4631
H -7.5717 3.9801 0.2749
H -4.2438 3.4548 1.1538
H -4.7157 4.4540 2.5763
H -3.2416 2.4299 3.2701
H -4.7619 2.4978 4.1576
H -3.6005 0.8028 1.9497
H -3.9756 0.2429 3.5046
H -5.6671 -0.4378 1.8125
H -6.4948 0.4395 2.9622
H -5.8010 1.6453 0.2663
H -7.4362 1.5127 1.0002
H -6.9186 2.7053 3.7177
H -8.2375 3.1287 2.6033
H -6.8841 4.3653 3.1524
C -8.0564 -2.5773 -0.1546
C -7.3207 -2.1919 -1.5213
C -5.7602 -2.2754 -1.2817
N -4.9847 -1.9454 -2.5979
C -4.8330 -0.3983 -2.7214
C -3.9333 -0.0305 -3.8621
C -2.5534 -0.6718 -3.7613
C -2.6066 -2.1982 -3.6313
C -3.5506 -2.6366 -2.5644
C -5.7616 -2.3640 -3.8496
H -9.0345 -2.9237 -0.4887
H -8.2356 -1.7825 0.5695
H -7.6693 -3.4400 0.3876
H -7.6131 -1.1570 -1.6991
H -7.6766 -2.9902 -2.1726
H -5.4499 -3.2868 -1.0190
H -5.3609 -1.6773 -0.4626
H -4.3057 0.0118 -1.8601
H -5.8290 0.0421 -2.7676
H -3.7620 1.0447 -3.8082
H -4.4129 -0.0154 -4.8408
H -2.2726 -0.2002 -2.8195
H -1.8893 -0.4747 -4.6028
H -1.5562 -2.4719 -3.5327
H -3.0268 -2.5087 -4.5880
H -3.2932 -2.3300 -1.5506
H -3.7468 -3.7050 -2.6546
H -5.1211 -2.1759 -4.7113
H -6.6487 -1.7591 -4.0376
H -5.8716 -3.4426 -3.7369
C 2.5298 7.4627 4.6926
C 1.4878 6.6640 3.9502
C 1.5440 5.1486 4.3913
N 0.7065 4.2201 3.5358
C 0.9431 4.2575 1.9564
C 2.3700 3.8884 1.5564
C 2.7671 2.4825 2.0555
C 2.3164 2.2570 3.5180
C 0.8531 2.6836 3.8728
C -0.7999 4.6689 3.7640
H 2.4250 8.5277 4.4854
H 3.4827 7.1143 4.2942
H 2.6520 7.3782 5.7724
H 1.6174 6.7742 2.8735
H 0.4860 7.0453 4.1480
H 1.3270 4.9383 5.4386
H 2.5528 4.8500 4.1065
H 0.5222 5.1495 1.4923
H 0.2833 3.4953 1.5417
H 3.2077 4.5106 1.8713
H 2.3119 3.8019 0.4714
H 3.8150 2.2141 1.9215
H 2.3903 1.7306 1.3621
H 2.9787 2.7922 4.1984
H 2.5886 1.2302 3.7623
H 0.8362 2.4497 4.9372
H 0.1095 2.1115 3.3178
H -1.1215 4.7312 4.8036
H -1.3869 3.8538 3.3407
H -0.9904 5.6825 3.4114
C 1.3844 -3.6972 -2.8969
C 0.4586 -4.8414 -3.2791
C 0.1175 -4.7564 -4.8361
N -0.2990 -6.1072 -5.5307
C -0.9177 -5.6283 -6.8074
C -1.6956 -6.7530 -7.5445
C -2.7413 -7.4349 -6.6454
C -2.0300 -7.9768 -5.3674
C -1.2692 -6.8995 -4.6635
C 0.9154 -7.1146 -5.8361
H 2.2575 -3.6603 -3.5485
H 1.5617 -3.7519 -1.8228
H 0.8937 -2.7813 -3.2262
H -0.4719 -4.7502 -2.7187
H 1.0278 -5.7555 -3.1101
H 0.9738 -4.3655 -5.3856
H -0.6912 -4.0265 -4.8743
H -1.4685 -4.7120 -6.5949
H -0.1945 -5.3735 -7.5821
H -2.0699 -6.2970 -8.4610
H -0.9029 -7.4815 -7.7152
H -3.5162 -6.6741 -6.5512
H -3.1862 -8.2591 -7.2029
H -2.8139 -8.3680 -4.7189
H -1.4372 -8.8420 -5.6641
H -1.8633 -6.0555 -4.3130
H -0.6681 -7.2608 -3.8291
H 1.7471 -6.4925 -6.1669
H 0.7499 -7.8464 -6.6268
H 1.2173 -7.5095 -4.8660
C 1.4248 -6.1904 7.4444
C 2.1638 -5.5951 6.1505
C 1.4477 -4.4482 5.4818
N 1.8853 -3.9956 4.0089
C 3.4683 -3.8387 4.0048
C 3.9931 -3.2623 2.6312
C 3.2828 -1.9730 2.1997
C 1.7189 -2.0399 2.3499
C 1.2968 -2.5892 3.6948
C 1.3537 -5.0880 3.1052
H 1.0782 -5.3461 8.0404
H 2.1198 -6.8049 8.0166
H 0.6221 -6.8811 7.1858
H 2.5270 -6.4394 5.5645
H 3.1762 -5.2830 6.4069
H 1.5428 -3.5074 6.0240
H 0.4041 -4.7618 5.5076
H 3.8457 -3.2859 4.8651
H 3.8897 -4.8286 4.1797
H 5.0213 -2.9009 2.6397
H 3.8886 -4.0660 1.9022
H 3.7859 -1.1397 2.6902
H 3.5364 -1.8515 1.1466
H 1.3127 -1.0288 2.3224
H 1.2430 -2.6912 1.6168
H 1.6328 -1.9224 4.4889
H 0.2108 -2.6636 3.7507
H 1.6638 -4.9011 2.0771
H 0.2797 -4.9405 3.2191
H 1.7294 -5.9657 3.6312
C 4.2372 4.5045 -4.2789
C 2.8810 4.0581 -3.7978
C 1.9194 5.2338 -3.7464
N 0.6044 4.9311 -3.0486
C -0.2197 6.2574 -3.0272
C -1.7629 6.1629 -2.8709
C -2.3470 5.0468 -3.7532
C -1.6334 3.7255 -3.5493
C -0.1591 3.8710 -3.8621
C 0.7556 4.4957 -1.5772
H 4.2041 4.9080 -5.2910
H 4.8398 3.5962 -4.2742
H 4.6706 5.1635 -3.5266
H 2.9670 3.6325 -2.7980
H 2.3597 3.2938 -4.3741
H 1.7498 5.6152 -4.7533
H 2.2354 6.0200 -3.0607
H -0.0420 6.6252 -4.0378
H 0.3273 6.9111 -2.3478
H -2.3489 7.0818 -2.8894
H -1.8898 5.7782 -1.8590
H -2.2776 5.3307 -4.8033
H -3.4087 5.0484 -3.5065
H -2.0177 2.9846 -4.2504
H -1.8200 3.3302 -2.5508
H 0.1063 4.0513 -4.9038
H 0.3903 2.9839 -3.5467
H -0.1740 4.6681 -1.0348
H 1.5277 5.1602 -1.1894
H 1.0948 3.4599 -1.5621
C 4.8983 1.5276 -0.6893
C 6.2113 1.3951 0.1352
C 7.5035 1.3594 -0.7155
N 8.8581 1.4075 0.1727
C 9.1394 0.1697 1.0663
C 10.5330 0.1002 1.6637
C 11.7293 0.3673 0.6364
C 11.4551 1.6150 -0.2486
C 10.0553 1.5235 -0.9206
C 8.7946 2.6253 1.1227
H 4.7305 2.5980 -0.8087
H 4.1495 0.8759 -0.2391
H 4.9956 1.4159 -1.7692
H 6.2914 0.4217 0.6192
H 6.1824 2.0842 0.9793
H 7.5298 2.1600 -1.4547
H 7.5097 0.4309 -1.2864
H 8.7771 -0.6363 0.4281
H 8.3447 0.1740 1.8123
H 10.6029 -0.8448 2.2023
H 10.4854 0.8253 2.4761
H 11.7990 -0.5024 -0.0169
H 12.7242 0.3836 1.0816
H 12.2123 1.7492 -1.0211
H 11.5244 2.5160 0.3609
H 9.9339 0.6355 -1.5408
H 9.8573 2.3458 -1.6081
H 8.4532 3.3866 0.4212
H 9.8315 2.8047 1.4070
H 7.9793 2.3958 1.8088
N -0.4985 1.5058 -1.3984
S -1.4091 1.0151 -0.1119
O -0.7840 0.7711 1.1688
O -2.6988 0.3372 -0.4744
F -1.8626 2.5278 0.2291
S 0.3956 0.3466 -1.4088
O -0.2107 -0.9711 -1.7134
O 1.4364 0.2144 -0.3858
F 1.1021 0.6260 -2.7145
C -2.7050 -2.7470 1.9545
F -2.4588 -3.8355 1.2069
F -1.5646 -2.1663 2.2640
F -3.4184 -1.9482 1.2362
S -3.6064 -3.3696 3.5467
O -4.0462 -2.2770 4.4530
O -4.5986 -4.2703 2.9887
N -2.2851 -4.1498 4.2788
S -2.8319 -4.8678 5.4823
O -2.0384 -4.7499 6.6750
O -4.2930 -4.6974 5.7808
C -2.6275 -6.7159 4.9559
F -1.3468 -7.0205 4.8709
F -3.0656 -7.4488 5.9837
F -3.3704 -6.9739 3.9298
*
```

***

No. 3
Entry from the Open Molecules 2025 dataset: C28H35FN4O5SSe2Ti as an isolated structure (ωB97M-V/def2-TZVPD).

Summary:
LUMO energy, eV: -0.316
ΔE to the lowest compared entry with this formula, charge and spin, kJ/mol: 53.16
Kohn-Sham gap, Ha: 0.23737

ORCA input file:
```
! wB97M-V def2-TZVPD RIJCOSX def2/J DEFGRID3
* xyz 0 1
Ti 0.0493 -1.0126 -0.5248
C -3.0658 1.1642 -4.2803
C -2.3684 0.4160 -3.1868
N -2.8797 0.1036 -2.0583
O -4.1756 0.5208 -1.8117
C -0.9958 -0.0418 -3.3556
C -0.3626 -0.1220 -4.7079
N -0.4046 -0.4087 -2.2792
O 0.8079 -0.9001 -2.2206
H -3.7979 1.8303 -3.8292
H -3.6005 0.4612 -4.9181
H -2.3707 1.7316 -4.8936
H -4.3816 0.1191 -0.9550
H -1.0857 -0.4774 -5.4359
H 0.4834 -0.8052 -4.6636
H 0.0032 0.8550 -5.0195
O 1.9756 -5.9019 -2.9728
C 1.5824 -6.1075 -1.6364
C 1.0159 -4.7893 -1.0602
C 0.7258 -5.0446 0.4374
O 0.0011 -4.0288 1.0714
C -0.2703 -4.5072 -1.8335
Se -1.3795 -2.9348 -1.2998
C 2.0973 -3.7248 -1.2957
Se 2.2852 -2.2180 -0.0117
H 2.3439 -6.7231 -3.3113
H 2.4407 -6.4236 -1.0249
H 0.8154 -6.8935 -1.5757
H 1.6840 -5.2050 0.9547
H 0.1261 -5.9538 0.5341
H 0.5907 -3.2505 1.0956
H -0.9455 -5.3588 -1.7173
H -0.0373 -4.3962 -2.8938
H 1.9706 -3.2606 -2.2750
H 3.0783 -4.2016 -1.2641
C 0.7095 1.1634 3.0235
C 0.5963 -0.2475 2.5147
C 0.6150 -1.3491 3.5293
O 0.4341 -0.4895 1.3128
H 1.4330 1.2297 3.8322
H -0.2634 1.4724 3.4122
H 0.9754 1.8539 2.2255
H 0.3783 -0.9836 4.5232
H 1.6214 -1.7737 3.5525
H -0.0779 -2.1402 3.2412
S 2.5009 5.5538 -0.0196
C 1.9205 3.8843 -0.3096
C 2.6396 2.7800 0.1231
C 2.1144 1.5195 -0.1245
N 0.9601 1.3231 -0.7455
C 0.2981 2.3836 -1.1940
C 0.7326 3.6850 -0.9973
C 2.0549 5.6002 1.7262
C 2.8918 5.0792 2.6985
C 2.4673 5.1560 4.0182
N 1.3219 5.6989 4.3846
C 0.5386 6.2039 3.4491
C 0.8546 6.1813 2.0979
H 3.5860 2.8906 0.6275
H 2.6545 0.6253 0.1727
H -0.6114 2.1827 -1.7481
H 0.1611 4.5215 -1.3685
H 3.8426 4.6406 2.4431
H 3.0818 4.7651 4.8181
H -0.3865 6.6459 3.7928
H 0.1934 6.6036 1.3583
F -4.7469 0.6711 3.1938
C -3.7599 0.3394 2.3228
C -3.1558 1.3342 1.5802
C -2.1263 0.9936 0.7119
C -1.6889 -0.3251 0.5525
C -2.3365 -1.2923 1.3344
C -3.3604 -0.9768 2.2145
H -3.4888 2.3551 1.6899
H -1.6573 1.8042 0.1658
H -2.0309 -2.3348 1.2766
H -3.8424 -1.7387 2.8062
*
```

***

No. 4
Entry from the Open Molecules 2025 dataset: C20H49B4N6O8P3 as an isolated structure (ωB97M-V/def2-TZVPD).

Summary:
LUMO energy, eV: -0.889
ΔE to the lowest compared entry with this formula, charge and spin, kJ/mol: 399.88
Kohn-Sham gap, Ha: 0.25650

ORCA input file:
```
! wB97M-V def2-TZVPD RIJCOSX def2/J DEFGRID3
* xyz 0 1
C 1.3011 -4.6434 6.7314
P 2.7742 -4.2590 5.6041
C 2.1263 -2.8071 4.5533
B 2.8864 -5.7801 4.4392
O 4.0654 -6.2666 3.8236
B 3.8476 -6.6684 2.4891
O 4.9676 -6.7516 1.6446
B 4.6935 -7.4778 0.4695
O 5.1631 -8.8135 0.3014
O 3.9989 -6.9286 -0.6205
O 2.5937 -7.0198 1.9365
B 1.6075 -6.3336 2.6872
C 0.4894 -5.3819 2.1065
C -0.6594 -5.1076 2.9856
C -1.6888 -4.2067 2.5155
C -1.5136 -3.6190 1.1958
C -0.4062 -3.8916 0.3126
C 0.6312 -4.7908 0.7812
O 1.6803 -6.4900 4.1089
H 0.3608 -4.8213 6.1458
H 1.4979 -5.4965 7.4214
H 1.1491 -3.7215 7.3558
H 1.0481 -2.6139 4.8183
H 2.1449 -3.0194 3.4592
H 2.6874 -1.8957 4.8592
H 4.4093 -9.4205 0.2065
H 4.0062 -7.5488 -1.3658
H -0.6733 -5.5927 3.9890
H -2.5500 -3.9669 3.1723
H -2.3007 -2.9067 0.8564
H -0.2854 -3.4297 -0.6920
H 1.5507 -5.0585 0.2083
O -1.5943 -0.5131 -1.2884
P -2.0243 -0.4699 -2.7577
N -0.7924 0.6587 -3.1814
C -0.8889 1.8571 -3.9865
C 0.5739 0.1408 -3.1625
N -3.5334 0.3089 -2.4059
C -3.6473 1.7523 -2.3067
C -4.2672 -0.2911 -1.2893
N -2.5058 -0.5745 -4.4379
C -1.6128 -1.2879 -5.3443
C -3.6916 -0.0479 -5.0854
H -1.2430 1.6738 -5.0085
H 0.0802 2.3521 -4.0877
H -1.5212 2.6080 -3.5164
H 0.8373 -0.3358 -4.1150
H 0.7005 -0.6015 -2.3710
H 1.3006 0.9316 -2.9577
H -2.9343 2.1770 -1.5881
H -4.6547 2.0462 -1.9977
H -3.5161 2.2233 -3.2807
H -3.8837 0.0457 -0.3183
H -4.1977 -1.3802 -1.3201
H -5.3295 -0.0361 -1.3459
H -0.9876 -0.5900 -5.9126
H -2.1607 -1.9122 -6.0544
H -0.9536 -1.9597 -4.7907
H -3.5822 1.0185 -5.3018
H -4.5936 -0.2040 -4.4975
H -3.8844 -0.5495 -6.0391
O -1.6650 5.0538 1.4408
P -0.5970 5.3556 0.3890
N 0.3635 3.9850 0.7877
C 1.7964 3.8976 0.9738
C -0.2087 2.6853 0.4306
N -0.0672 6.8017 1.1892
C 0.9527 6.7775 2.2207
C -1.1589 7.6688 1.6371
N 0.4752 5.7507 -0.9391
C 0.4293 4.8792 -2.1049
C 1.4243 6.8398 -1.0612
H 2.3729 4.2016 0.0907
H 2.1058 2.8751 1.2015
H 2.1294 4.4743 1.8348
H 0.0272 2.4110 -0.6056
H -1.2960 2.6941 0.5340
H 0.1532 1.8924 1.0894
H 0.7081 6.0783 3.0302
H 1.0900 7.7700 2.6604
H 1.9281 6.5311 1.8013
H -1.5955 7.3235 2.5821
H -1.9552 7.7062 0.8918
H -0.8027 8.6939 1.7777
H 1.2529 4.1556 -2.0893
H 0.4831 5.4386 -3.0428
H -0.5099 4.3227 -2.1332
H 2.3533 6.6153 -0.5295
H 1.0244 7.7855 -0.7012
H 1.6910 7.0245 -2.1069
*
```

***

No. 5
Entry from the Open Molecules 2025 dataset: an isolated ion of composition C3H5N2S and charge +1 (ωB97M-V/def2-TZVPD).

Summary:
LUMO energy (alpha / beta), eV: -5.569 / -5.569
ΔE to the lowest compared entry with this formula, charge and spin, kJ/mol: 365.06
Kohn-Sham gap (alpha / beta), Ha: 0.22926 / 0.22921

ORCA input file:
```
! wB97M-V def2-TZVPD RIJCOSX def2/J DEFGRID3
* xyz 1 1
C 0.6480 0.2316 -0.7706
C 0.8581 0.8213 1.6812
C -1.5975 -0.7468 -0.3578
N -0.5043 -0.4377 -1.0100
N 1.1686 0.7318 0.4204
S 0.3934 0.9728 3.1660
H 1.1056 0.5029 -1.6994
H -1.4485 -0.5764 0.6879
H -2.3540 -1.4333 -0.6271
H -0.4733 -0.8724 -1.9371
H 2.2039 0.8062 0.4465
*
```